i:
ORCA calculation (ωB97M-V/def2-TZVPD) on 2 unconnected molecules or ions with the total composition C3H3O4.

Element x y z (Å)
C -0.0279 1.5193 -0.0704
C 1.3635 -0.5595 -0.2603
C 1.4562 0.6373 0.1272
O -0.6616 0.9220 -0.9505
O -0.2317 2.4601 0.6673
O 0.9829 -1.5476 -0.7802
O -2.0570 -1.6797 0.0427
H 2.1279 1.2378 0.6897
H -1.6040 -1.9953 0.7819
H -1.3482 -0.9944 -0.2474

As for the charge: -1. Its molar mass is 103.05 g mol⁻¹. As for the orbital gap: 8.6 eV.

Atomic partial charges in e from the Löwdin method, atoms 1 to 8: -0.68 -0.33 -0.01 -0.06 -0.01 0.09 -0.09 0.06

---

ii:
ORCA calculation (ωB97M-V/def2-TZVPD) on a molecular structure, C3H3O4.

Element x y z (Å)
C 0.7200 2.5061 -0.0698
C 0.3154 1.3182 0.7240
C 0.0193 -0.0135 0.0004
O 1.5379 2.4598 -0.9634
O -0.1051 3.4132 0.2043
O 0.3428 1.1574 1.9852
O 0.8803 1.8111 3.4502
H 1.0005 -0.4234 -0.2426
H -0.3188 0.1066 -1.0396
H -0.5818 -0.6204 0.6355

As for the charge: -1. Its molar mass is 103.05 g mol⁻¹. As for the orbital gap (spin up / spin down): 8.9 / 8.8 eV.

Atomic partial charges in e from the Löwdin method, atoms 1 to 8: -0.74 -0.20 0.01 0.01 0.00 -0.08 -0.23 0.09

---

We find i to be the most stable, with the next structure 0.1602 hartree higher.

---

i:
ORCA calculation (ωB97M-V/def2-TZVPD) on C2H2ClNO in the gas phase.

Element x y z (Å)
O -0.1889 -2.6443 0.0515
C -0.0404 -1.4858 -0.0546
N -0.5079 -0.3156 -0.5873
C 0.6715 -0.3329 0.4276
Cl 2.3752 -0.2823 -0.0492
H -0.3997 -0.1276 -1.6128
H 0.2228 0.2519 1.4088

Its molar mass is 91.50 g mol⁻¹. As for the orbital gap: 10.7 eV.

Population analysis type Löwdin, resulting atomic charges in e: 0.14 -0.61 0.12 -0.59 0.62 0.14 0.17

---

ii:
ORCA calculation (ωB97M-V/def2-TZVPD) on 2 unconnected molecules or ions with the total composition C2H2ClNO.

Element x y z (Å)
C -1.6721 -0.3861 -0.0866
C -0.6701 0.3425 0.4631
N 0.4584 -0.2773 0.6002
O -0.6620 -1.2338 0.5618
Cl 2.5101 1.1662 -0.2965
H -2.7172 -0.3512 0.1569
H 2.7528 0.7397 -1.3990

Its molar mass is 91.50 g mol⁻¹. As for the orbital gap (spin up / spin down): 8.6 / 8.6 eV.

Population analysis type Löwdin, resulting atomic charges in e: -0.01 -0.14 0.03 -0.08 0.42 0.08 -0.29

---

We find i to be the most stable, with the next structure 0.2325 hartree higher.

---

i:
ORCA calculation (ωB97M-V/def2-TZVPD) on 2 unconnected molecules or ions with the total composition C4H13N2O.

Element x y z (Å)
N 3.4192 -1.5290 0.3210
C 2.3767 -0.6102 0.8505
O 1.1852 -0.6551 0.2409
H 3.4574 -1.3682 -0.6801
H 3.0596 -2.4708 0.4228
H 2.3252 -0.8630 1.9238
H 2.8452 0.3993 0.8076
C -1.8628 -0.2013 -1.3138
C -1.6109 0.9726 -0.3584
C -1.7328 0.4988 1.0851
N -0.3055 1.5753 -0.5335
H -2.8645 -0.6169 -1.2047
H -1.7081 0.1117 -2.3484
H -1.1297 -0.9801 -1.1037
H -2.3792 1.7336 -0.5357
H -1.6293 1.3493 1.7621
H -2.7090 0.0298 1.2567
H -0.9149 -0.2021 1.2853
H -0.2253 1.9984 -1.4482
H 0.4036 0.8280 -0.4292

As for the charge: -1. Its molar mass is 105.16 g mol⁻¹. As for the orbital gap: 7.1 eV.

Atomic partial charges in e from the Löwdin method, atoms 1 to 8: -0.05 -0.61 -0.34 0.02 0.02 0.07 0.08 -0.10

---

ii:
ORCA calculation (ωB97M-V/def2-TZVPD) on 2 unconnected molecules or ions with the total composition C4H13N2O.

Element x y z (Å)
N -2.4691 -1.6990 0.4343
C -1.1236 -1.6072 1.0814
C -0.1036 -2.3081 0.2026
N 1.2123 -1.6898 0.4165
H -2.5123 -1.0051 -0.2819
H -3.2394 -1.5075 1.0606
H -1.2778 -2.1044 2.0525
H -0.8618 -0.5470 1.1931
H -0.0543 -3.3512 0.4956
H -0.4673 -2.1894 -0.8409
H 1.9103 -2.1073 -0.2256
H 1.1339 -0.6994 0.1383
C 0.8360 2.3017 -0.0308
O 0.6184 0.9502 -0.1238
C 1.1341 2.9148 -1.3868
H 1.6423 2.6143 0.6880
H -0.0607 2.8482 0.3568
H 1.3958 4.0151 -1.3207
H 0.2557 2.6963 -2.0169
H 2.0311 2.4749 -1.8922

As for the charge: -1. Its molar mass is 105.16 g mol⁻¹. As for the orbital gap: 7.2 eV.

Atomic partial charges in e from the Löwdin method, atoms 1 to 8: -0.04 -0.29 -0.32 -0.04 0.04 0.04 0.10 0.09

---

We find i to be the most stable, with the next structure 0.0283 hartree higher.

---

i:
ORCA calculation (ωB97M-V/def2-TZVPD) on C3H6N4 in the gas phase.

Element x y z (Å)
C 1.0075 -0.7948 0.2618
C 1.6976 -2.1089 0.2980
C -1.6456 2.2453 -0.3019
N -0.4750 -1.0829 -0.1760
N 1.2993 0.3539 0.4627
N -1.1356 -0.1018 -0.2955
N -0.8760 1.0727 -0.1311
H 2.5203 -2.0496 1.0096
H 1.0063 -2.8968 0.5843
H 2.1040 -2.3281 -0.6893
H -1.7876 2.4771 -1.3624
H -2.6235 2.1513 0.1789
H -1.0916 3.0627 0.1610

Its molar mass is 98.11 g mol⁻¹. As for the orbital gap: 8.8 eV.

Atomic partial charges in e from the Löwdin method, atoms 1 to 8: -0.50 -0.05 -0.09 0.07 0.21 -0.11 -0.02 0.08

---

ii:
ORCA calculation (ωB97M-V/def2-TZVPD) on C3H6N4 in the gas phase.

Element x y z (Å)
H -2.2066 1.3653 -0.2774
N -1.3422 1.8349 -0.1709
C -0.3063 1.0361 -0.0956
C 1.1280 1.2823 0.1369
C 1.7335 0.0500 0.0325
N 0.8291 -0.9602 -0.2027
N -0.5274 -0.3982 -0.3750
N -1.5641 -1.0207 0.2855
H 1.5274 2.2150 0.4267
H 2.7297 -0.4564 0.1817
H 0.9338 -1.7433 -0.9010
H -1.8039 -1.9048 -0.2544
H -1.1311 -1.2999 1.2137

Its molar mass is 98.11 g mol⁻¹. As for the orbital gap: 8.8 eV.

Atomic partial charges in e from the Löwdin method, atoms 1 to 8: 0.00 0.10 -0.37 -0.01 -0.12 -0.02 -0.20 0.03

---

iii:
ORCA calculation (ωB97M-V/def2-TZVPD) on C3H6N4 in the gas phase.

Element x y z (Å)
H -1.7889 1.2224 -0.6340
N -1.0106 1.7423 -0.2191
C 0.0639 1.2568 0.0936
N 0.2800 -0.1679 0.1725
C 1.5400 -0.5480 -0.2026
N 2.5138 0.1775 0.1788
H 3.2697 -0.3297 -0.0888
N -0.6917 -1.0406 -0.2260
C -1.8867 -0.8041 0.2101
H 0.9277 1.7682 0.3216
H 1.5382 -1.5837 -0.5985
H -2.1372 -0.0557 0.9470
H -2.6183 -1.6376 0.0454

Its molar mass is 98.11 g mol⁻¹. As for the orbital gap: 9.8 eV.

Atomic partial charges in e from the Löwdin method, atoms 1 to 8: 0.05 0.11 -0.22 -0.13 -0.25 0.11 0.00 0.01

---

We find iii to be the most stable, with the next structure 0.0032 hartree higher.

---

i:
ORCA calculation (ωB97M-V/def2-TZVPD) on C3H6N4 in the gas phase.

Element x y z (Å)
N 1.6550 0.7980 0.1611
C 0.4045 0.3044 0.4973
N -0.0869 0.2004 1.6640
C -1.4188 -0.3080 1.4020
C -1.5702 -0.4532 0.0236
N -0.3607 -0.0648 -0.4771
N 0.1287 -0.1549 -1.8282
H 2.2999 0.0208 0.0358
H 2.0192 1.2630 0.9091
H -2.0736 -0.4902 2.3121
H -2.4995 -0.5114 -0.6746
H 0.9463 0.5728 -1.9209
H 0.5561 -1.1770 -2.1043

Its molar mass is 98.11 g mol⁻¹. As for the orbital gap: 9.2 eV.

Atomic partial charges in e from the Löwdin method, atoms 1 to 8: 0.12 -0.56 0.10 -0.11 -0.09 -0.15 0.04 0.10

---

ii:
ORCA calculation (ωB97M-V/def2-TZVPD) on C3H6N4 in the gas phase.

Element x y z (Å)
N 2.2047 -0.8540 0.0101
N 1.6998 0.5015 0.1618
C 0.3743 0.3545 0.1305
N -0.3095 -0.8051 0.0038
C -1.6004 -0.4493 -0.3332
C -1.7634 0.8485 -0.2018
N -0.5882 1.4266 0.1625
H 3.1808 -0.7857 -0.0707
H 2.1094 -1.2463 0.9055
H 0.2844 -1.5884 -0.2449
H -2.3769 -1.2239 -0.5723
H -2.7041 1.3932 -0.2118
H -0.5109 2.4285 0.2605

Its molar mass is 98.11 g mol⁻¹. As for the orbital gap: 8.2 eV.

Atomic partial charges in e from the Löwdin method, atoms 1 to 8: -0.06 -0.03 -0.39 0.08 -0.14 -0.17 0.10 0.05

---

iii:
ORCA calculation (ωB97M-V/def2-TZVPD) on C3H6N4 in the gas phase.

Element x y z (Å)
H 2.9700 0.1236 -0.0945
N 2.4712 -0.7917 -0.2973
C 1.2768 -0.4061 0.0794
C 0.7759 1.1354 0.1013
N -0.6901 1.1553 -0.1783
C -0.9729 -0.1186 -0.0239
N -2.3325 -0.5821 -0.2130
N 0.0363 -1.0808 0.0569
H 1.3614 1.7526 -0.7136
H 1.0195 1.7238 0.9806
H -2.8936 0.4312 -0.4906
H -2.7665 -1.1359 0.6079
H -0.2555 -2.2067 0.1851

Its molar mass is 98.11 g mol⁻¹. As for the orbital gap: 9.5 eV.

Atomic partial charges in e from the Löwdin method, atoms 1 to 8: 0.06 0.09 -0.38 -0.16 0.05 -0.52 0.03 0.08

---

We find ii to be the most stable, with the next structure 0.0086 hartree higher.

---

i:
ORCA calculation (ωB97M-V/def2-TZVPD) on C3H6N4 in the gas phase.

Element x y z (Å)
C 2.7402 -0.2579 -0.1423
C -1.9456 1.1452 0.1920
C 1.4766 0.1891 -0.0236
N 0.5939 -0.9292 0.1731
N -1.5332 -1.6223 0.1691
N -1.1592 0.4789 -0.5284
N -0.6450 -0.7944 -0.0062
H 3.7461 0.3662 -0.2913
H 2.8105 -1.2930 0.0757
H -2.2360 2.1030 -0.1712
H -2.4260 0.7660 1.1419
H 0.9215 1.1101 -0.2781
H -2.3438 -1.2616 -0.3109

Its molar mass is 98.11 g mol⁻¹. As for the orbital gap: 8.3 eV.

Atomic partial charges in e from the Löwdin method, atoms 1 to 8: -0.01 -0.01 -0.21 0.04 0.10 0.03 -0.38 0.10

---

ii:
ORCA calculation (ωB97M-V/def2-TZVPD) on C3H6N4 in the gas phase.

Element x y z (Å)
C -0.7046 1.6085 0.9093
N -0.3192 1.1518 -0.5368
C 0.1471 -0.2035 -0.4574
N 0.9841 -0.6566 -1.4917
C 1.2790 -1.8490 -1.0245
N 0.6134 -2.2008 0.0916
N -0.2761 -1.1983 0.2901
H -1.5236 0.9006 1.3875
H -1.3284 2.4917 1.1239
H 0.1030 1.5782 1.5878
H -0.0029 1.8975 -1.2936
H 2.1885 -2.3246 -1.3976
H -1.1604 -1.1956 0.8115

Its molar mass is 98.11 g mol⁻¹. As for the orbital gap: 9.0 eV.

Atomic partial charges in e from the Löwdin method, atoms 1 to 8: -0.09 -0.01 -0.40 0.09 -0.28 0.00 0.03 0.09

---

We find ii to be the most stable, with the next structure 0.1199 hartree higher.